[1]
# C31H40F6N2O6S3SeTi

C31H40F6N2O6S3SeTi as an isolated structure in a non-equilibrium geometry (ωB97M-V with the def2-TZVPD basis set, OMol25).

Calculated values
Relative energy (zero: lowest compared OMol25 entry of this formula, charge and spin): 0.0 kcal/mol
⟨S²⟩: 0.7530
DFT total energy: -6811.03990 a.u.
Charge: -1
Spin multiplicity: 2
Gap between HOMO and LUMO (spin up / spin down): 0.24594 / 0.27575 Ha
Highest occupied orbital energy (spin up / spin down): -0.1598 / -0.1896 Ha

Positions of all 90 atoms, in Å:
H -0.171 -2.612 -4.050
C -1.104 1.121 2.328
C -0.637 -0.030 1.613
H 3.651 1.613 5.819
C 1.343 -0.618 -2.854
C 3.052 -0.645 -0.644
H -2.103 3.710 1.929
C -3.621 0.505 1.961
H 3.837 -0.841 0.128
H 0.168 2.713 5.705
H 4.681 1.588 0.423
S -4.893 -1.342 -1.788
H 2.638 0.824 -3.640
O -1.333 -0.552 0.580
H 2.839 0.023 5.534
H -2.518 1.317 4.654
H -2.476 3.023 4.188
C -2.813 2.893 1.586
C 1.954 1.849 4.578
C -4.359 -5.338 -2.080
C 3.374 0.200 -1.728
H 2.978 3.737 4.976
H 6.506 1.256 -2.858
F -7.453 -1.675 -0.981
H -4.601 0.851 2.370
H 0.788 1.566 -4.639
H 1.290 -1.173 -6.254
C 0.596 -0.614 1.881
S -3.635 -3.681 -2.745
H -3.485 -0.500 2.384
N -2.295 -3.045 0.919
H 3.816 0.700 4.233
C -2.890 2.044 3.878
C 5.344 1.196 -0.370
C 4.610 1.150 -1.729
C 4.120 2.548 -2.072
H 4.960 3.280 -2.008
O -5.375 -0.164 -2.396
H 3.283 3.056 3.346
H -3.737 0.435 0.869
H -0.625 0.795 -5.385
C 1.023 2.023 5.794
C -2.578 -4.005 1.612
H 5.889 -0.466 -2.617
H 2.519 -1.595 -5.079
H -0.411 2.674 3.500
F -4.759 -5.155 -0.840
H -2.641 2.698 0.522
S -2.987 -5.178 2.551
H 3.854 2.556 -3.148
C 1.070 1.185 3.457
H 0.535 1.055 6.144
F -6.002 -2.981 0.068
H -1.380 -1.355 -3.787
H 1.633 2.367 6.667
O -0.223 -2.076 -1.609
H 2.318 0.111 -5.549
H 6.166 1.872 -0.470
C 2.482 3.197 4.100
C -2.606 1.563 2.396
H 3.280 2.889 -1.499
H 2.416 -0.476 3.012
F -5.373 -5.812 -2.856
F -6.114 -0.884 0.593
H -3.879 3.202 1.693
H -0.717 1.059 -3.654
H -3.968 2.049 4.064
C -0.447 -1.602 -4.360
C 0.680 -0.564 -4.221
O -2.528 -3.407 -1.792
H 5.139 0.601 -3.810
O -3.670 -1.153 -0.947
H 5.730 0.225 -0.005
F -3.271 -6.194 -2.172
Ti -1.858 -1.986 -0.517
N -4.780 -2.573 -2.771
C 1.758 -0.824 -5.333
C 1.448 -0.030 2.835
H -0.704 -1.690 -5.432
C 2.474 0.170 -2.767
C 0.905 -1.354 -1.695
C 1.824 -1.305 -0.611
C 5.572 0.616 -2.798
C -6.226 -1.761 -0.452
C -0.158 1.717 3.104
C -0.017 0.799 -4.471
C 3.153 0.982 5.050
H 1.713 3.777 3.600
Se 1.283 -2.227 0.963
O -3.265 -3.894 -4.124

Cartesian forces, eV/Å:
0.16 0.13 0.13
-0.68 -1.76 -0.98
-1.24 -0.80 -1.62
0.14 -0.61 -0.53
-0.69 -0.34 0.59
0.82 0.22 -0.31
-0.94 -0.97 -0.34
-1.01 0.42 0.28
-1.18 0.36 -0.37
0.52 0.00 -0.41
0.17 -0.13 -0.32
1.11 -0.91 1.96
0.16 -0.37 0.52
-0.01 1.63 1.04
0.03 0.82 -0.33
-0.09 0.45 -0.84
-0.15 -0.43 -0.60
0.07 -0.27 -0.07
-1.23 -0.91 -0.62
1.19 0.14 -1.38
0.21 -0.25 1.58
-0.86 -0.33 -1.11
-0.86 -0.68 0.11
0.77 -0.19 0.38
0.42 -0.19 -0.38
-0.94 -0.28 0.49
-0.15 0.22 -0.08
1.47 0.03 0.93
1.29 0.41 -0.97
0.38 0.28 -0.17
-1.55 -4.84 4.14
0.19 0.33 0.05
0.16 -1.47 0.94
-0.99 -0.60 0.31
-0.55 -1.41 0.30
1.31 0.48 -1.56
-0.51 -0.37 0.21
-0.43 0.38 -0.62
-0.36 -0.08 0.32
0.30 -0.01 0.53
0.20 -0.26 0.01
-0.22 -0.61 1.67
0.94 3.78 -2.48
-0.38 1.42 0.10
-0.62 0.45 0.21
-0.25 0.57 0.63
0.16 -0.64 -0.37
0.06 0.13 0.07
-0.36 -1.29 0.93
-0.18 0.12 0.51
1.75 -1.24 -0.11
0.80 0.89 -0.70
-0.39 0.67 -0.70
0.94 -0.02 -0.54
-0.42 -0.06 -0.50
0.33 0.96 -0.17
-0.31 -0.56 0.00
0.70 0.46 -0.01
1.36 0.23 0.56
1.28 1.82 0.60
-0.34 0.04 0.42
-0.07 -0.08 0.15
1.30 0.57 1.09
-0.27 -0.69 -1.49
0.75 0.07 0.03
0.64 0.01 -0.19
-0.05 0.33 -0.26
-0.66 -0.55 -0.37
-1.05 -0.68 -0.32
-2.19 -1.66 -1.95
-0.11 0.18 0.35
-1.82 0.08 -1.01
-0.19 0.37 -0.43
-2.07 1.02 0.48
2.80 2.16 -1.63
-0.39 0.19 1.03
0.28 0.18 0.23
-0.74 0.91 -0.02
-0.13 0.21 0.39
0.24 0.79 -0.81
0.51 0.44 -0.43
-0.08 -0.39 -0.26
1.45 -0.43 -0.40
0.86 0.31 0.80
0.29 0.70 0.82
0.89 0.54 -0.22
-0.80 -0.07 0.53
-0.13 0.31 0.32
-0.48 0.73 0.84
-0.25 -0.50 1.35

=====

[2]
# C31H40N9O3OsS

C31H40N9O3OsS as an isolated structure in a non-equilibrium geometry (ωB97M-V with the def2-TZVPD basis set, OMol25).

Calculated values
DFT total energy: -2411.75220 a.u.
Charge: +3
Spin multiplicity: 1
Gap between HOMO and LUMO: 0.19729 Ha
Highest occupied orbital energy: -0.5777 Ha

Positions of all 85 atoms, in Å:
C 0.483 -0.026 5.796
N 0.031 0.197 -1.076
C 0.378 -1.477 -6.687
H -5.214 0.164 0.622
H 0.348 0.043 6.868
C 2.206 0.039 -6.248
H -2.523 2.795 0.134
N -1.515 0.705 1.326
H -2.169 2.429 -1.575
H -3.232 0.319 -2.469
H -3.136 -2.711 1.739
C -1.725 0.972 5.538
C 1.868 -0.814 -8.522
H 2.458 -0.828 5.921
C 1.849 0.085 -4.912
C -3.705 0.073 -1.517
H 4.118 -2.473 1.159
N 2.017 -2.300 1.317
H 2.256 2.273 -0.748
C 0.007 -1.423 -5.354
H -3.611 1.919 5.210
Os 0.210 1.298 0.601
H 3.491 1.058 1.553
C 0.755 -0.648 -4.483
C -4.845 -0.772 1.031
H 1.223 4.986 1.098
N 0.377 -0.597 -3.085
C -2.629 1.390 3.367
H 3.301 -0.413 -1.820
H -0.363 -2.596 -2.768
C -2.864 2.266 -0.750
H 2.767 -0.892 3.486
H -0.816 -1.621 -0.243
C 3.282 0.925 0.496
H 2.353 5.307 -0.271
C -0.560 0.424 4.953
H -0.875 -1.955 -5.018
C -2.844 -1.725 2.103
H -3.236 -1.593 3.113
C -1.538 0.810 2.761
N 2.185 -0.872 -9.624
H 4.460 -1.370 -0.884
N -3.014 0.834 -0.470
C 0.808 -0.178 3.025
H -5.140 -1.599 0.385
H 0.786 -3.973 1.389
O -0.104 3.121 0.183
N 2.893 -0.443 0.229
C 3.242 -3.113 1.194
H 4.174 1.155 -0.079
H 0.869 6.284 -0.075
C -2.651 0.271 0.681
H -1.791 1.012 6.618
O 1.477 3.451 -1.804
H 2.425 0.696 -4.225
H -0.195 -2.071 -7.387
H 3.304 -3.745 2.078
H 0.842 1.440 -2.625
H 3.207 -3.750 0.312
H -1.761 -1.660 2.141
N 1.050 -0.160 1.610
C -2.738 1.466 4.760
H -5.290 -0.923 2.014
C 1.651 -0.513 5.273
H -3.607 -0.993 -1.333
C 1.998 -1.008 1.061
O 2.250 1.857 0.170
H -0.036 -2.441 1.737
C 1.813 -0.563 3.885
C 3.409 -1.102 -0.981
C 1.478 -0.751 -7.135
H 2.827 -1.996 -1.189
H 3.053 0.609 -6.608
C 0.872 -3.011 1.890
H -3.427 1.788 2.749
S 0.434 4.169 -0.999
C -0.429 0.344 3.535
H 1.021 -3.175 2.957
N -3.386 -0.712 1.204
H -4.760 0.339 -1.581
H -3.838 2.659 -1.041
C -0.384 -1.133 -1.101
C -0.174 -1.622 -2.347
C 1.315 5.298 0.060
C 0.507 0.470 -2.294

Cartesian forces, eV/Å:
0.30 -0.13 -0.04
0.57 -0.59 -0.21
-0.04 -0.03 -0.03
0.00 -0.01 0.03
0.01 0.01 -0.05
0.04 0.04 0.00
-0.01 -0.01 0.00
0.30 0.23 -0.26
0.02 0.00 -0.01
-0.01 -0.01 0.00
-0.02 0.00 0.00
-0.27 0.12 -0.12
-0.04 -0.01 0.07
-0.03 -0.01 -0.01
0.06 0.06 0.00
0.04 0.11 0.04
0.00 0.00 0.01
0.03 -0.13 -0.04
0.30 0.03 0.53
-0.07 0.01 -0.03
0.02 -0.03 -0.01
-1.34 -0.36 0.62
-0.04 0.03 0.05
-0.06 0.00 0.20
0.07 0.00 0.02
0.02 0.03 -0.02
0.06 -0.15 -0.20
0.14 -0.05 -0.34
0.00 -0.01 0.01
0.02 0.05 0.02
-0.06 -0.13 0.04
-0.02 -0.01 -0.01
0.06 0.04 0.00
0.01 -0.12 -0.16
-0.02 0.01 0.01
0.02 -0.02 -0.03
0.05 0.00 -0.01
-0.04 0.06 0.02
0.01 0.02 0.00
-0.13 0.25 0.16
-0.03 0.02 0.11
0.00 0.00 0.01
-0.05 0.07 -0.22
0.10 0.01 0.26
0.01 0.00 0.00
0.00 -0.02 -0.01
0.52 0.14 -0.04
0.10 0.06 -0.04
-0.11 0.04 0.01
0.04 0.03 -0.04
0.04 -0.02 0.02
-0.05 -0.14 0.20
0.00 0.00 -0.04
-0.39 -0.28 0.58
-0.01 -0.07 -0.03
0.02 0.00 0.01
0.01 0.00 0.01
0.11 0.06 0.02
0.00 -0.01 0.00
-0.05 0.03 0.00
0.30 0.16 -0.16
0.20 -0.08 0.33
0.00 0.00 0.00
-0.26 0.10 0.31
0.00 0.02 -0.01
-0.22 0.04 0.10
-0.13 0.31 -0.94
0.03 0.01 0.00
-0.08 0.05 -0.38
0.01 0.07 0.06
0.05 -0.01 -0.14
-0.02 0.03 0.00
-0.01 -0.02 0.01
0.13 0.04 0.00
0.01 -0.03 0.00
0.09 -0.46 -0.34
0.04 -0.10 0.06
-0.01 0.01 0.02
-0.01 -0.09 -0.13
0.01 0.00 -0.02
-0.01 0.01 -0.01
-0.06 0.29 0.04
0.06 0.10 -0.18
0.09 0.15 0.16
-0.43 0.21 0.16

=====

Molecular weight, record by record: 873.7 809.0 Da